Entry from the Open Molecules 2025 dataset: a structure of composition C22H44N2O3Rb (wB97M-V/def2-TZVPD).

Computed properties:
**Charge**: -1
**2S+1**: 1
**Gap between HOMO and LUMO**: 3.996 eV
**E_LUMO**: 0.0713 hartree
**Relative energy (zero: lowest compared OMol25 entry of this formula, charge and spin)**: 11.2368 eV

Each line ends with the Mulliken charge.
Positions of all 72 atoms, in Å:
C1 -7.3390 24.3010 11.6662  -2.10
C2 -0.6648 22.7225 12.3415  -0.96
C3 -2.7014 26.3179 12.5853  2.09
H1 -3.7274 25.4874 15.5305  0.23
O1 -5.4298 26.2563 10.2510  -0.79
H2 -3.1745 24.2370 9.3772  1.02
C4 -5.6446 25.3632 7.2256  -1.98
C5 -2.1562 28.4969 13.8505  -0.82
O2 -5.0162 25.2912 13.0456  -0.89
H3 -2.7107 20.9699 12.0608  0.41
C6 -6.6824 22.5859 8.1100  -0.82
H4 -2.9317 24.1686 7.5960  0.45
H5 -2.9958 26.8574 16.0803  0.33
C7 -5.9190 27.6639 14.5559  -2.05
H6 -2.4003 24.7794 10.8451  0.21
C8 -2.6511 25.8156 11.0724  -3.97
H7 -1.6302 29.4479 13.7665  0.46
H8 -0.9656 27.4256 12.3425  0.53
H9 -1.3183 24.0216 10.5934  0.24
H10 -1.2649 21.4773 13.9406  0.50
H11 -4.6201 22.2796 8.5952  0.25
H12 -1.8636 26.2468 10.4543  0.62
H13 -9.2496 25.0164 9.8300  0.50
H14 -8.0378 26.3034 9.7585  0.28
H15 -6.3738 27.9183 13.5985  0.38
C9 -8.2403 25.2638 9.5011  -1.86
H16 -5.2556 24.9730 6.2851  0.43
C10 -5.1008 24.5385 8.4716  1.54
C11 -3.4805 24.6396 8.4116  -1.69
C12 -2.0004 27.7039 12.5425  -1.27
H17 -3.5600 28.9167 15.3450  0.46
H18 -8.3515 22.7409 9.3201  0.41
H19 -8.3840 25.1396 8.4278  0.34
H20 -4.9566 22.8269 7.0334  0.44
C13 -3.6311 28.6273 14.2965  -1.44
C14 -5.2246 23.0205 8.0720  -1.12
H21 -0.8505 25.2285 13.0715  0.41
H22 -6.7086 25.1930 7.0611  0.33
H23 -4.3304 29.2825 13.7770  0.43
N1 -4.1255 26.4644 13.1519  0.76
H24 -7.2532 23.0976 7.3350  0.34
C15 -7.2885 22.9284 9.4715  -1.10
C16 -1.4643 23.0479 11.0610  -0.47
H25 -6.4318 26.7348 14.8048  0.44
H26 -6.9260 25.2054 12.1129  0.39
H27 -6.0394 28.5386 15.1950  0.43
H28 -1.6801 25.9057 14.4811  0.48
H29 -3.7984 22.0972 12.9777  0.33
H30 -2.0306 23.1032 14.0382  0.22
N2 -5.7619 24.9150 9.7689  0.63
H31 -6.9374 22.2527 10.2514  0.32
H32 -6.9729 21.5614 7.8775  0.44
H33 -6.6934 23.5847 12.1743  0.27
H34 -3.5351 26.2003 10.5639  1.11
C17 -1.6512 22.3255 13.3754  -0.34
O3 -2.8215 22.8400 11.4129  -0.14
H35 -4.6801 26.4117 16.5361  0.45
C18 -3.9711 26.5333 15.7172  -1.57
H36 -2.2777 24.4527 13.7481  -0.40
H37 -3.2011 25.6884 8.5117  0.32
H38 -8.2954 24.1600 12.1697  0.39
H39 -1.1315 22.3533 10.2897  0.64
H40 -2.2019 28.2540 11.6233  0.47
C19 -4.3740 27.2455 14.4046  1.54
C20 -2.8249 21.9575 12.5077  -0.65
Rb1 -4.3037 24.0601 11.1861  0.79
H41 -5.4551 26.4231 7.3951  0.38
H42 -0.0175 21.8591 12.1878  0.37
H43 -1.5843 27.9782 14.6199  0.30
C21 -7.1652 24.4278 10.0987  1.87
C22 -1.8269 25.4180 13.5174  -1.93
H44 -0.0535 23.5316 12.7412  0.32


Entry from the Open Molecules 2025 dataset: a structure of composition C22H44N4O4Si2Ti (wB97M-V/def2-TZVPD).

Computed properties:
**Charge**: -2
**2S+1**: 1
**Gap between HOMO and LUMO (spin up / spin down)**: 4.491 / 4.590 eV
**E_LUMO (spin up / spin down)**: 0.1809 / 0.1810 hartree

Each line ends with the Mulliken charge.
Positions of all 77 atoms, in Å:
C1 -2.6953 -0.6359 -3.3461  -0.80
H1 2.7504 -1.7805 -2.5061  -0.07
C2 3.3022 0.1723 1.5777  -0.11
H2 -0.1080 -5.2607 -0.8789  0.37
C3 2.3654 0.0172 2.5936  0.19
H3 2.1784 -0.9650 4.4833  0.25
C4 -1.8596 -1.2953 -2.4464  -0.23
N1 2.7728 0.2712 0.3229  1.53
C5 -1.7973 1.4527 -2.5844  -0.39
H4 -3.3665 -1.2044 -3.9809  0.32
H5 -2.8074 -1.0940 3.3979  0.28
H6 2.3198 0.7812 4.5990  0.22
N2 1.0687 0.0021 2.1636  1.33
C6 -0.8676 -3.2844 1.4580  -1.14
H7 1.7864 -2.4704 -4.6987  0.41
H8 2.1969 2.8621 1.0057  0.18
H9 2.7409 0.3803 -1.9155  0.16
C7 1.8846 -3.1375 0.2510  -0.89
H10 2.2734 4.4029 0.1308  0.44
H11 2.6304 2.8716 -0.6984  0.32
C8 2.6848 -0.0960 4.0550  -1.75
Si1 0.1563 3.1270 -0.3931  0.24
H12 5.1659 1.0980 1.1701  0.26
H13 -0.3567 4.6590 1.5476  0.45
H14 -4.9065 0.3738 0.6397  0.47
H15 -4.3236 1.5179 2.8652  0.43
H16 -0.4625 -4.2026 1.8938  0.44
O1 -1.6602 0.1518 1.3253  0.63
C9 4.7938 0.2389 1.7316  -1.76
H17 -1.8377 3.8978 0.9609  0.24
H18 5.1012 0.3229 2.7728  0.49
H19 -1.3326 4.6719 -1.7352  0.34
Ti1 0.8583 0.1591 0.2554  -2.66
C10 -3.0094 0.2318 1.6979  1.66
H20 -3.2959 1.2777 -4.1151  0.31
C11 -0.4699 -4.3139 -1.2885  -1.42
C12 -0.9493 0.8235 -1.6738  0.34
Si2 0.0493 -2.8447 -0.1563  0.37
C13 -2.6576 0.7431 -3.4191  -0.88
H21 -1.0463 0.0241 2.1722  -0.35
H22 0.5303 -1.8185 -3.6090  -0.03
C14 1.4219 -1.5755 -4.1840  -0.90
C15 -0.9714 -0.6181 -1.6116  0.48
H23 -0.0755 -4.2118 -2.3044  0.30
O2 3.6340 0.4944 -0.7181  -1.07
H24 -1.5599 -4.3819 -1.3596  0.34
H25 -1.8889 -2.3775 -2.3938  0.09
H26 0.1164 4.2591 -2.6578  0.32
H27 -0.7520 -2.4767 2.1875  0.25
N3 -0.0996 1.5198 -0.8370  1.66
H28 -0.7032 2.9691 1.9528  0.24
H29 -2.6389 1.4622 3.4403  0.29
H30 3.4053 -0.8207 -3.8410  0.40
H31 -1.7765 2.5355 -2.6348  0.13
H32 -3.6434 -0.5743 -0.1972  0.27
C16 1.9896 3.3492 0.0473  -1.09
N4 -0.0961 -1.2736 -0.7587  1.61
H33 -3.3242 -1.8976 1.9053  0.19
C17 -3.2755 1.4814 2.5525  -1.59
H34 -3.0457 2.3766 1.9782  0.14
H35 5.2600 -0.6476 1.2884  0.21
H36 -4.4824 -0.9094 2.8207  0.47
H37 2.5190 -2.9924 -0.6253  0.20
C18 -3.4373 -0.9998 2.5103  -1.67
H38 -3.5282 1.1768 -0.1678  0.27
H39 -1.9348 -3.4427 1.2842  0.19
C19 -3.8381 0.3077 0.4145  -1.57
H40 2.2018 -2.4149 1.0103  0.11
C20 -0.2528 4.5115 -1.6594  -1.41
H41 1.1504 -0.8213 -4.9262  0.29
C21 2.4894 -1.0181 -3.2530  0.06
H42 2.0626 -4.1463 0.6378  0.46
C22 -0.7778 3.7243 1.1654  -1.16
H43 0.2032 5.4585 -1.3607  0.34
H44 3.7567 -0.1912 4.2174  0.49
O3 2.0325 0.1527 -2.6435  -0.42
O4 0.0591 -0.1152 3.0957  -1.14


Entry from the Open Molecules 2025 dataset: a structure of composition C22H45AuN2OP3 (wB97M-V/def2-TZVPD).

Computed properties:
**Charge**: +3
**2S+1**: 3
**Gap between HOMO and LUMO (spin up / spin down)**: 4.389 / 3.509 eV
**E_LUMO (spin up / spin down)**: -0.4155 / -0.4475 hartree

Each line ends with the Mulliken charge.
Positions of all 74 atoms, in Å:
H1 -4.7569 0.7197 -1.1084  0.33
H2 -2.1529 0.5165 3.0666  0.53
C1 -2.5521 -3.5240 3.2158  -1.34
H3 3.1233 2.5632 1.9264  0.31
H4 -5.5911 -3.1170 2.2910  0.30
H5 4.6140 1.5963 1.8260  0.50
H6 -5.1692 -1.3970 2.5252  0.30
H7 0.0706 -4.9885 2.0191  0.29
C2 1.2308 2.3272 -4.0931  -0.24
C3 -1.1419 -1.2536 -2.4252  -1.00
H8 -3.5434 2.5691 -2.2511  0.33
H9 -0.6572 1.1463 3.7722  0.46
H10 -4.1951 -0.4703 -2.4335  0.30
C4 -3.5118 -2.7340 2.4935  0.71
H11 0.7598 -3.4568 2.6031  0.07
C5 -4.2013 0.5610 -2.0495  -0.38
H12 -5.0556 -2.5461 3.8830  0.35
H13 -1.8297 -1.8159 -1.7743  0.33
H14 1.7510 -1.0912 3.0552  0.17
H15 0.2847 1.9242 -4.4964  0.42
H16 -2.9754 1.3930 -3.5881  0.31
H17 -1.5169 -0.2274 -2.5221  0.00
H18 3.3341 -1.9825 0.8527  0.28
Au1 0.7459 0.4447 -0.2340  1.28
H19 3.8278 2.1880 0.3424  0.34
C6 -3.5098 1.5302 -2.6262  -0.75
C7 2.3912 3.1269 -2.0949  -0.78
H20 1.6243 -3.0404 -0.4182  0.39
C8 3.7473 -0.9891 0.6389  -1.13
C9 -4.8931 -2.4323 2.8053  -1.18
C10 -2.4172 1.8747 0.6871  -0.93
H21 -3.1459 1.2174 1.1800  0.50
H22 2.2478 2.4968 -5.9844  0.46
C11 -1.0717 0.6125 2.9083  -1.19
P1 2.6145 0.2968 1.2408  0.82
H23 1.5096 -2.0691 -3.7425  0.49
H24 3.2959 -0.3325 3.4912  0.49
H25 4.3592 3.9169 -2.5545  0.41
C12 -1.3513 -3.4617 2.4125  0.65
H26 4.7261 -0.9119 1.1347  0.51
H27 3.8980 -0.9055 -0.4466  0.28
C13 1.7140 -1.2665 -3.0162  -1.06
H28 0.1188 3.7671 1.0504  0.44
H29 4.2424 3.5194 -4.9985  0.44
H30 -0.6278 -0.3896 2.8512  0.04
C14 2.3344 -0.1636 2.9829  -1.05
H31 -3.2559 -1.7281 0.6355  0.11
H32 -0.1044 -4.5338 3.7252  0.37
C15 3.6410 1.7905 1.3454  -1.24
H33 2.7184 -1.3880 -2.5903  0.31
C16 -0.1739 3.1929 1.9389  -1.47
C17 -0.0988 -4.1412 2.7044  -1.02
N1 -2.8557 -2.2965 1.3804  0.02
C18 3.4405 3.5078 -2.9741  -0.69
H34 1.6762 -0.2946 -3.5224  0.25
H35 0.6959 3.0639 2.6003  0.35
H36 1.8023 0.6278 3.5288  0.35
N2 -1.5566 -2.6884 1.3350  -0.42
C19 0.6282 -2.8740 -0.8596  -0.43
H37 2.4165 3.3078 -1.0354  0.69
H38 -2.7076 -4.0190 4.0972  0.55
H39 0.9233 2.2587 -0.2372  -0.10
H40 -1.0916 -1.7275 -3.4170  0.54
H41 -0.9527 3.7474 2.4888  0.49
H42 0.4222 -3.6488 -1.6107  0.50
C20 2.2612 2.6823 -4.9116  -0.35
H43 -0.1474 -2.9131 -0.0674  -0.10
P2 -0.7635 1.5509 1.3673  1.21
C21 3.3906 3.2893 -4.3480  -0.54
C22 1.3047 2.4119 -2.7254  0.95
H44 -2.6943 2.9132 0.9111  0.57
O1 0.3487 1.7665 -2.0659  -1.03
H45 -2.4579 1.7085 -0.3960  -0.31
P3 0.4925 -1.3080 -1.6952  0.70


| no. | E_tot (eV) |
| --- | --- |
| 1 | -33291.9408 |
| 2 | -76551.0733 |
| 3 | -60100.1284 |